(1)
ORCA calculation (wB97M-V/def2-TZVPD) on a cluster of 10 separate species, C40H109N9O11 in total.

Results
Kohn-Sham gap   9.05 eV
HOMO level   -0.318 Eh
SMILES string   COC[C@H](C)N.COC[C@H](C)N.COC[C@H](C)N.COC[C@H](C)N.COC[C@H](C)N.COC[C@H](C)N.COC[C@H](C)N.COC[C@H](C)N.COCCNCCOC.CCO
Energy   -2909.394758 hartree
Largest force on an atom   3.5 eV/Å

The geometry in ORCA input format:
```
! RIJCOSX wB97M-V def2-TZVPD def2/J DEFGRID3
* xyz 0 1
C -0.955 -6.872 -1.422
C 6.829 3.517 -1.013
H -5.202 -2.303 2.299
H 5.188 -0.271 -1.428
H 4.068 0.685 7.506
C -3.918 -2.099 3.940
C 1.621 -5.992 1.637
C -0.916 0.323 -7.775
H -0.310 0.205 -9.712
H 4.336 -1.843 6.476
H 0.379 3.758 6.918
C 3.996 -0.019 6.676
H -2.751 -2.415 2.066
C -2.590 5.880 5.506
O 3.665 5.417 -3.924
H -4.791 1.729 -0.708
H 2.789 4.843 -5.641
C 1.454 -2.199 4.989
H 1.621 -2.102 -5.853
H -1.023 1.749 4.137
H 0.239 6.899 8.699
H -2.862 -3.930 -2.681
C -2.626 -2.548 3.141
H -5.843 -2.761 -6.376
C 1.250 -0.509 -1.953
C -1.105 2.448 4.970
H -3.848 -2.264 5.016
H -2.756 -3.891 5.351
H 0.261 2.157 7.326
H -5.191 -3.758 3.333
H 1.091 -3.041 5.579
H -2.773 -1.545 -7.318
O 2.684 -1.752 5.479
H -2.311 6.478 4.639
N -1.777 1.503 -7.911
H -4.753 -0.356 4.528
C 1.422 4.551 -4.082
N 6.187 4.889 -2.969
H -1.488 2.791 1.811
H 0.336 1.247 -6.207
C 2.558 -0.520 6.326
C -3.659 -3.089 -5.050
H -1.884 -3.093 -7.336
H 0.943 1.423 -7.799
H 0.907 1.741 -1.795
C 5.592 2.510 -2.992
H -2.714 3.624 4.212
C 4.835 0.545 5.511
O -2.451 -3.704 -4.720
H 1.319 4.145 -3.076
H 2.222 -1.047 -0.286
H 2.127 0.260 5.698
C 1.168 -1.173 -0.535
H -0.852 4.923 5.989
H -1.277 7.797 8.935
H 4.617 2.903 -2.703
H 0.766 -2.170 -0.716
H -0.888 -7.664 -0.675
C 0.463 -6.453 -1.802
H 7.319 4.458 -0.761
H 5.651 2.566 -4.079
C -2.846 -2.614 -7.518
H 1.950 -1.029 -2.607
H 1.745 2.672 6.691
H -3.063 6.680 7.365
C -4.255 0.224 0.263
C -0.511 7.521 8.210
H -1.158 3.170 0.215
H 5.267 -0.242 4.891
H -1.040 -3.671 5.272
H 1.507 -0.599 -4.974
H 4.647 1.183 -0.867
H -2.163 1.777 -7.018
H 3.084 3.479 -4.457
H -3.655 5.668 5.412
H -0.332 -1.764 1.741
C 0.261 -0.854 1.647
N 1.239 -7.615 -2.153
N -1.791 4.644 5.742
C -1.697 3.774 4.574
H -2.762 3.683 0.858
H -3.469 1.392 1.968
C -3.151 0.890 1.055
H 1.925 -0.716 7.191
O -2.350 1.723 0.173
O 5.851 1.126 -2.692
H 0.014 -1.385 -5.601
C 1.182 -5.622 -0.714
H 4.355 -1.537 8.014
N -0.047 -0.509 -2.528
H -0.578 -1.405 -8.889
O 0.262 2.576 5.208
H 0.582 -4.774 -0.384
C -3.800 -0.664 -0.808
C 0.672 2.781 6.532
C 2.842 4.532 -4.598
H 2.493 1.305 -1.600
H 5.655 1.211 5.779
C 6.612 3.593 -2.543
H 0.731 -1.404 4.807
C -2.096 -3.502 -3.328
H -1.207 4.309 3.761
H 4.162 1.106 4.863
H -1.866 -1.803 3.374
C -1.999 2.905 0.855
C 0.466 0.698 -7.139
H 0.932 3.873 -4.781
H 2.196 -5.291 -0.938
H 6.013 5.592 -2.265
H 0.979 5.542 -4.177
H -1.955 -2.457 -3.050
H 5.867 3.640 -0.516
H -0.255 0.347 -3.022
H -5.867 0.595 -0.858
H -6.100 -2.489 3.954
H -2.666 1.360 -8.368
H -2.998 -2.730 -8.591
H 4.490 5.019 -3.636
H -4.713 -0.448 0.988
H -1.410 -0.100 -6.900
H -3.876 -4.318 -6.686
C -0.953 -0.398 -9.072
O 1.480 -6.563 0.369
H -1.502 -7.352 -2.233
O -0.926 6.616 7.204
H -0.300 -0.177 2.290
O 1.275 -0.508 -7.023
H 0.837 -5.274 1.876
C 5.554 0.746 -1.286
N -5.321 1.072 -0.155
H -1.161 -3.965 -3.012
H -2.367 7.905 6.241
H -1.592 1.924 5.793
H 7.536 3.387 -3.083
H -4.670 -1.041 -1.347
H 1.694 -8.050 -1.362
H 1.744 1.190 -3.131
H 2.585 -5.499 1.767
H -3.628 -2.042 -4.748
N -5.106 -2.614 -7.051
H -1.608 -6.012 -1.277
H -4.318 -0.463 2.896
N -4.072 -0.674 3.853
H 1.511 -2.660 4.003
C -3.842 -3.235 -6.566
H -2.543 0.069 1.435
H 0.316 -5.834 -2.687
O 0.321 -0.349 0.326
H 0.037 8.325 7.720
C -1.879 -4.133 4.751
H -0.553 -0.542 -1.654
C 1.586 0.939 -2.082
C -5.228 -2.669 3.325
O -2.220 -3.900 3.372
C 1.064 -1.167 -5.793
H -5.469 -3.066 -7.878
H 1.274 -0.914 2.047
H 1.517 -6.821 2.336
H -3.233 -0.061 -1.518
H 6.897 5.329 -3.537
H -1.927 -0.609 -9.514
H 7.427 2.702 -0.605
H -3.369 -1.617 -0.502
H 2.016 -7.176 -2.627
H -1.908 -5.221 4.803
H 6.300 0.732 -0.492
N 4.729 -1.192 7.142
C -2.258 6.908 6.667
H -4.449 -3.676 -4.580
*
```

=====

(2)
ORCA calculation (wB97M-V/def2-TZVPD) on a structure of composition C40H110N10O10.

Results
Kohn-Sham gap   6.97 eV
HOMO level   -0.242 Eh
Energy   -2888.120951 hartree
Largest force on an atom   15.7 eV/Å

The geometry in ORCA input format:
```
! RIJCOSX wB97M-V def2-TZVPD def2/J DEFGRID3
* xyz 0 1
H 18.274 -36.189 -28.808
N 20.673 -34.154 -30.436
H 18.435 -29.929 -32.123
H 18.504 -37.835 -28.496
C 17.895 -39.019 -30.839
H 17.102 -29.134 -32.873
C 18.460 -35.097 -24.043
N 16.617 -39.681 -27.687
C 18.512 -37.122 -29.320
C 20.518 -33.847 -29.017
H 17.310 -28.983 -28.803
H 19.747 -32.081 -28.023
H 9.541 -40.158 -24.963
O 10.302 -38.281 -25.161
O 10.506 -32.043 -25.697
O 17.647 -39.950 -29.801
H 14.768 -35.971 -32.267
H 14.195 -35.730 -28.068
H 17.961 -31.477 -27.187
H 15.026 -35.273 -26.549
C 14.509 -34.901 -27.434
H 8.900 -39.078 -23.686
H 16.024 -34.667 -25.807
H 18.064 -36.859 -31.388
H 9.659 -35.503 -28.405
C 16.636 -31.227 -25.898
H 15.335 -39.165 -25.612
H 13.512 -32.066 -24.903
H 15.750 -35.714 -24.541
C 14.937 -36.433 -24.640
N 15.499 -32.334 -23.190
H 20.457 -35.397 -25.343
H 16.482 -32.497 -23.354
O 17.037 -34.916 -23.974
H 10.598 -33.908 -26.011
H 15.215 -37.814 -29.321
C 10.579 -33.050 -26.684
O 17.297 -33.730 -31.554
H 8.770 -31.308 -26.135
H 20.747 -29.406 -28.703
H 14.100 -35.751 -24.492
H 16.782 -37.569 -27.770
O 14.820 -37.237 -25.746
C 15.800 -38.242 -25.957
H 13.958 -33.149 -26.057
C 16.851 -35.862 -32.749
H 9.279 -27.824 -25.049
C 10.010 -29.706 -25.295
H 11.971 -35.788 -26.915
H 17.216 -35.726 -27.707
H 16.986 -32.206 -25.568
H 14.999 -31.753 -25.763
H 14.406 -34.010 -23.892
H 14.385 -39.185 -28.565
C 20.081 -30.096 -28.184
H 16.671 -37.771 -33.668
H 16.282 -35.973 -29.160
H 18.888 -35.464 -24.976
H 17.236 -35.729 -30.742
N 16.298 -37.233 -30.364
O 16.899 -29.345 -30.822
H 17.386 -39.379 -31.733
H 9.959 -29.315 -23.084
H 18.950 -32.292 -29.523
H 15.873 -31.458 -26.641
C 9.629 -30.006 -23.859
H 10.144 -30.937 -23.619
H 11.402 -32.971 -27.394
H 11.093 -29.595 -25.360
H 19.037 -33.404 -30.544
H 18.682 -29.630 -29.604
H 10.674 -34.649 -26.530
H 16.814 -31.701 -30.012
C 17.713 -29.128 -31.969
N 20.252 -28.241 -26.577
N 16.864 -37.349 -32.771
C 16.099 -38.354 -27.442
C 16.317 -34.043 -24.963
H 10.593 -39.594 -23.696
C 17.740 -37.498 -30.567
C 17.877 -41.325 -30.209
H 11.496 -34.225 -26.209
H 21.470 -33.824 -28.487
H 18.522 -28.656 -27.780
C 15.428 -35.526 -33.012
H 15.036 -31.693 -28.099
H 15.247 -33.684 -29.162
O 13.365 -34.139 -27.162
H 19.568 -37.085 -29.586
C 10.216 -35.484 -26.000
H 9.697 -33.126 -27.319
H 20.466 -31.762 -29.723
H 17.529 -34.984 -29.248
H 17.311 -39.941 -27.000
H 18.075 -29.224 -25.463
H 20.974 -28.893 -26.307
C 19.921 -32.418 -29.044
H 15.806 -38.096 -30.182
H 16.738 -38.097 -25.422
N 9.218 -28.591 -25.704
H 19.503 -30.602 -28.957
H 17.869 -41.971 -29.331
H 16.287 -30.565 -25.106
H 17.189 -35.440 -33.696
H 21.432 -34.078 -26.200
H 18.788 -41.430 -30.799
H 15.292 -32.771 -22.303
C 15.620 -34.142 -28.246
H 18.804 -35.872 -23.358
N 17.856 -31.816 -28.132
C 17.592 -29.669 -29.601
H 10.851 -37.025 -27.281
C 17.573 -35.152 -31.604
H 16.687 -32.403 -27.909
C 12.334 -34.894 -26.408
H 12.624 -35.148 -25.389
H 18.777 -31.937 -28.530
H 14.141 -37.517 -27.978
N 9.097 -36.206 -27.946
C 14.867 -38.227 -28.374
H 17.024 -33.296 -25.324
C 9.792 -30.934 -26.199
H 9.257 -35.306 -25.514
H 15.320 -32.588 -27.103
H 9.084 -37.008 -28.560
C 9.935 -36.617 -26.854
H 18.956 -39.109 -31.071
H 9.100 -38.600 -26.849
H 17.564 -33.380 -29.531
H 19.023 -34.205 -23.767
C 19.309 -29.158 -27.217
H 20.607 -33.340 -31.031
H 9.925 -30.619 -27.234
C 17.007 -31.106 -29.119
H 20.751 -30.802 -27.694
N 16.166 -33.075 -27.365
H 15.536 -30.284 -27.616
O 17.653 -30.646 -26.710
H 17.144 -39.615 -28.546
C 15.158 -33.308 -24.250
H 8.576 -30.219 -23.676
H 8.587 -37.609 -25.487
H 20.123 -35.946 -28.632
H 14.964 -35.726 -33.977
C 15.572 -30.854 -28.544
O 19.564 -34.916 -27.021
H 14.946 -37.106 -23.782
C 20.817 -34.974 -26.281
C 14.419 -32.539 -25.279
H 19.292 -30.392 -25.354
C 18.672 -29.883 -26.092
H 19.911 -27.861 -25.706
H 21.453 -35.767 -26.674
H 18.635 -35.394 -31.643
C 9.754 -39.299 -24.326
H 14.946 -30.368 -29.292
H 17.047 -41.750 -30.774
C 17.990 -33.105 -30.496
H 16.035 -36.705 -29.544
H 18.111 -32.029 -30.619
H 21.213 -34.938 -30.773
C 19.663 -34.979 -28.426
C 9.426 -37.834 -26.146
H 18.635 -34.886 -28.774
H 10.761 -35.936 -25.171
H 16.159 -37.774 -32.185
H 8.244 -28.844 -25.623
H 18.272 -28.197 -31.879
C 16.735 -35.204 -28.534
H 15.335 -34.450 -32.866
*
```